The following is a quantum chemistry calculation of a structure of composition C3H5O3Yb in a non-equilibrium geometry, from OMol25.

Element x y z (Å)
H (0.17, -0.31, 2.10)
O (-0.03, 1.14, 0.78)
C (-0.45, 0.50, -0.53)
C (0.82, 2.24, 0.40)
O (-0.93, -0.64, -0.41)
O (0.70, 0.54, -1.22)
C (1.40, 1.77, -0.95)
Yb (-0.23, -2.14, 1.26)
H (1.57, 2.48, 1.15)
H (0.15, 3.09, 0.28)
H (2.48, 1.56, -0.91)
H (1.19, 2.47, -1.76)

The largest force on an atom is 8.78 eV/A. Its net charge is +1. The electronic energy is -1501.3333 hartree. Its HOMO energy is -0.440 hartree.

Here are the Mulliken charges for atoms 1 to 6, given in e: H -0.228; O -0.193; C 0.702; C -0.277; O -0.500; O -0.256


The following is a quantum chemistry calculation of a structure of composition C3H5O5Rb in a non-equilibrium geometry, from OMol25.

Element x y z (Å)
O (-0.08, 2.34, 0.05)
C (-0.56, 1.38, -0.88)
C (-1.89, 0.75, -0.47)
O (-2.14, -0.43, -1.14)
H (0.21, 1.85, 0.82)
H (0.21, 0.57, -1.02)
H (-0.66, 1.88, -1.86)
H (-2.69, 1.51, -0.62)
H (-1.84, 0.61, 0.64)
Rb (-1.17, -3.20, -0.34)
O (1.99, -2.16, 0.15)
C (2.66, -1.81, 1.15)
O (3.26, -2.65, 1.91)
O (2.71, -0.64, 1.61)

The largest force on an atom is 1.38 eV/A. Its spin multiplicity is 2. Its net charge is -1. The electronic energy is -517.5848 hartree. Its HOMO energy (alpha / beta) is -0.131 / -0.131 hartree.

Here are the Mulliken charges for atoms 1 to 6, given in e: O -0.553; C -0.182; C -0.326; O -0.873; H 0.312; H 0.176


The following is a quantum chemistry calculation of a cluster of 2 separate species, C3H5O5S in total in a non-equilibrium geometry, from OMol25.

Element x y z (Å)
C (2.09, 0.93, 0.20)
C (0.84, 0.56, -0.11)
C (-0.23, 0.41, 0.86)
O (-1.75, -0.64, -0.65)
O (-3.04, 0.68, 0.84)
O (-1.69, 1.75, -1.00)
O (-0.32, -0.12, 1.94)
O (0.48, -2.30, -0.34)
S (-1.81, 0.67, 0.02)
H (2.77, 0.95, -0.69)
H (2.29, 1.25, 1.21)
H (0.44, 0.28, -1.12)
H (0.09, -2.86, -0.98)
H (-0.16, -1.58, -0.21)

The largest force on an atom is 5.93 eV/A. Its spin multiplicity is 3. Its net charge is -1. The electronic energy is -891.6145 hartree. Its HOMO energy (alpha / beta) is -0.100 / -0.214 hartree.

Here are the Mulliken charges for atoms 1 to 6, given in e: C -1.026; C 0.328; C -0.117; O -0.700; O -0.654; O -0.609


The following is a quantum chemistry calculation of a cluster of 2 separate species, C3H5O5S2 in total in a non-equilibrium geometry, from OMol25.

Element x y z (Å)
C (-1.35, -0.69, 0.01)
C (2.08, -0.92, -0.25)
C (1.33, -0.19, -1.29)
O (0.28, 0.24, 2.05)
O (-1.98, -0.42, 2.63)
O (-3.39, 0.97, -0.69)
O (-1.19, 1.68, -1.40)
O (-1.65, 1.53, 1.06)
S (-1.09, 0.05, 1.60)
S (-1.96, 0.91, -0.46)
H (1.88, -0.49, 0.73)
H (3.16, -0.86, -0.42)
H (1.81, -1.97, -0.24)
H (0.93, -0.70, -2.14)
H (1.14, 0.86, -1.19)

The largest force on an atom is 1.61 eV/A. Its net charge is -1. The electronic energy is -1289.7627 hartree. Its HOMO energy (alpha / beta) is -0.192 / -0.164 hartree.

Here are the Mulliken charges for atoms 1 to 6, given in e: C -0.356; C -0.550; C -0.867; O -0.613; O -0.611; O -0.615


The following is a quantum chemistry calculation of a cluster of 2 separate species, C3H5OP in total in a non-equilibrium geometry, from OMol25.

Element x y z (Å)
C (-1.86, -1.81, -0.02)
C (-1.26, -0.78, 0.08)
C (1.39, 0.54, -0.38)
O (-0.84, 1.86, -0.24)
P (-0.23, 0.69, 0.37)
H (-2.34, -2.70, -0.41)
H (2.05, -0.27, 0.05)
H (1.08, 0.32, -1.36)
H (1.91, 1.61, -0.45)
H (0.10, 0.54, 2.36)

The largest force on an atom is 3.55 eV/A. Its net charge is 0. The electronic energy is -533.7685 hartree. Its HOMO energy is -0.368 hartree.

Here are the Mulliken charges for atoms 1 to 6, given in e: C 0.343; C -0.653; C -0.783; O -0.603; P 0.326; H 0.383


The following is a quantum chemistry calculation of a structure of composition C3H5OP in a non-equilibrium geometry, from OMol25.

Element x y z (Å)
C (0.15, 0.09, -1.50)
C (-0.25, -0.08, -0.27)
C (-0.14, 0.05, 1.15)
O (-1.69, -1.11, -0.79)
P (-1.07, -0.90, -2.31)
H (1.19, 0.52, -1.76)
H (0.68, -0.54, 1.67)
H (-1.10, -0.24, 1.50)
H (-0.14, 1.12, 1.39)
H (-0.01, -1.75, -2.34)

The largest force on an atom is 4.03 eV/A. Its net charge is 0. The electronic energy is -533.7810 hartree. Its HOMO energy is -0.328 hartree.

Here are the Mulliken charges for atoms 1 to 6, given in e: C -0.275; C 0.511; C -0.927; O -0.487; P -0.008; H 0.295


Which value of largest force on an atom does entry 3 give?
5.93 eV/A


Among the records above, which one has the highest largest force on an atom?
C3H5O3Yb


Which of these has the highest electronic energy?
C3H5O5Rb